Record 1
63
Properties=species:S:1:pos:R:3 method="wB97M-V/def2-TZVPD" total_charge=+2 e_above_lowest_kcal_mol=36.2 orbital_gap_ev="6.48 / 6.48" e_tot_ha=-1519.7873
W -1.3991 0.6431 0.7454
C -1.2394 -0.1415 2.8690
C -1.6618 1.2060 3.0791
C -2.7634 1.6785 2.3863
C -3.4614 0.8365 1.4504
C -3.2376 -0.5756 1.5145
C -2.1545 -1.0430 2.2410
H -0.3518 -0.5144 3.3585
H -1.0805 1.8735 3.7011
H -3.0332 2.7244 2.4523
H -4.2914 1.2323 0.8814
H -3.8817 -1.2553 0.9736
H -1.9452 -2.1034 2.2456
O -0.2870 -1.8013 -4.0941
C 0.4893 -2.5638 -3.3267
C 1.3333 -3.4408 -4.0161
C 2.1508 -4.3084 -3.3402
C 2.1481 -4.3333 -1.9401
C 1.3566 -3.4615 -1.2444
C 0.5216 -2.5210 -1.9007
C -0.2702 -1.5016 -1.2439
O 0.0216 -0.9483 0.0184
N -1.2470 -0.9187 -1.8491
N -1.6819 0.2448 -1.2573
C -2.2192 1.1243 -2.0535
C -2.3493 2.4214 -1.4684
C -2.8858 3.5290 -2.1228
C -2.8117 4.7641 -1.5186
C -2.1871 4.8697 -0.2744
C -1.7173 3.7342 0.3416
N -1.8141 2.5079 -0.2173
H -0.9280 -1.3288 -3.5356
H 1.2918 -3.4206 -5.0960
H 2.7821 -4.9905 -3.8932
H 2.7593 -5.0454 -1.4050
H 1.3659 -3.5354 -0.1729
H -2.4257 0.9038 -3.0919
H -3.3341 3.4041 -3.0984
H -3.2165 5.6399 -2.0061
H -2.0763 5.8248 0.2184
H -1.2435 3.7793 1.3133
C 1.0061 1.8991 -0.1941
N 2.3314 1.5489 0.0832
C 2.8508 2.0634 1.3363
C 2.6994 0.1773 -0.2211
C 2.3083 -0.8520 0.8223
C 3.2542 -1.3240 1.7341
C 2.9569 -2.3278 2.6402
C 1.6956 -2.9124 2.6415
C 0.7324 -2.4630 1.7533
C 1.0581 -1.4362 0.8866
H 0.8490 2.9758 -0.1342
H 0.3143 1.5135 0.6944
H 0.6769 1.5373 -1.1640
H 2.7170 3.1439 1.3691
H 3.9168 1.8541 1.4045
H 2.3526 1.6159 2.2094
H 3.7825 0.1338 -0.3390
H 2.2682 -0.0845 -1.1899
H 4.2529 -0.9052 1.7102
H 3.7141 -2.6726 3.3301
H 1.4688 -3.7257 3.3165
H -0.2312 -2.9485 1.6874

***

Record 2
80
Properties=species:S:1:pos:R:3 method="wB97M-V/def2-TZVPD" total_charge=-1 e_above_lowest_kcal_mol=0.0 orbital_gap_ev="3.43 / 5.10" e_tot_ha=-2867.2499 multiplicity=5
Co -0.9887 0.9006 -0.2927
N -1.0734 2.7306 0.6009
N 1.4928 2.1980 -0.9320
C -1.4213 -0.8778 -1.7321
C -1.4908 0.3652 -2.4312
C -2.3926 1.2260 -1.7168
C -2.8085 2.6103 -2.0562
H -2.1356 3.0545 -2.7879
H -2.7998 3.2713 -1.1807
H -3.8186 2.6442 -2.4784
C -2.9604 0.4621 -0.6473
C -3.9823 0.9846 0.2778
H -4.9468 1.2995 -0.1371
H -3.5562 1.8877 0.6968
H -4.1728 0.3245 1.1246
C -2.3421 -0.8265 -0.6461
C -2.6102 -1.8787 0.3607
H -3.0085 -1.4408 1.2816
H -1.6636 -2.3456 0.6409
H -3.2828 -2.7115 0.0931
C -0.8429 0.8130 -3.6901
H -1.6261 1.2541 -4.3247
H -0.4126 -0.0328 -4.2307
H -0.0669 1.5923 -3.5617
C -0.5793 -2.0645 -2.0216
H -0.0296 -2.3852 -1.1203
H 0.1408 -1.8473 -2.8142
H -1.1787 -2.9265 -2.3483
C -1.8664 3.2333 1.6022
H -2.8898 2.8659 1.6651
C -1.4617 4.2697 2.4624
H -2.0780 4.5234 3.3225
C -0.2807 4.9564 2.1619
H 0.0727 5.7317 2.8180
C 0.4078 4.6393 1.0044
H 1.3778 5.1159 0.7042
C -0.0830 3.5956 0.1453
C 0.6932 3.3230 -1.0268
H 0.3824 3.6765 -2.0154
C 1.1127 0.8846 -0.5800
C 2.8932 2.3201 -0.9379
H 3.3815 3.2806 -1.0062
C 3.4013 1.0969 -0.7725
H 4.4113 0.7351 -0.8305
N 2.3164 0.1921 -0.6530
C 2.5838 -1.2056 -0.9512
C 2.7853 -1.6237 -2.2865
C 3.0177 -2.9724 -2.6180
H 3.0458 -3.2778 -3.6800
C 3.2762 -3.9425 -1.6439
C 3.5527 -5.3859 -2.0019
H 2.6918 -6.0386 -1.8146
H 4.3850 -5.7951 -1.4239
H 3.8070 -5.4870 -3.0590
C 3.1408 -3.5182 -0.3169
H 3.2649 -4.2575 0.4904
C 2.9429 -2.1646 0.0210
C 3.0861 -1.7671 1.4535
H 3.8502 -0.9870 1.6053
H 3.4256 -2.6426 2.0331
H 2.1319 -1.4136 1.8858
C 2.6515 -0.6498 -3.4017
H 3.3160 0.2143 -3.2993
H 1.6242 -0.2655 -3.5029
H 2.9136 -1.1290 -4.3562
C -2.8457 -0.1952 4.5332
C -1.8041 0.6780 3.8804
O -1.4449 0.0935 2.6270
C -0.2059 -0.6269 2.6443
C -0.1846 -1.9268 3.4241
H -3.6464 -0.4493 3.8210
H -3.2856 0.3176 5.3903
H -2.3801 -1.1240 4.8913
H -2.1917 1.6736 3.6432
H -0.9119 0.7869 4.5122
H 0.0537 -0.8418 1.5872
H 0.5757 0.0446 3.0413
H -0.2731 -1.7796 4.4969
H -0.9526 -2.6332 3.1150
H 0.7710 -2.4293 3.2698